# 1
The following is a DFT calculation (ωB97M-V with the def2-TZVPD basis set) of the molecule C7H11N.

```
19
Properties=species:S:1:pos:R:3
C 0.19 1.08 1.30
C -1.32 1.43 -0.56
N -0.33 0.56 0.05
C -0.62 -0.82 0.06
C 0.61 -1.61 -0.08
C -1.84 -1.37 0.01
C 2.82 -0.49 -0.87
C 1.70 -1.01 -0.48
H 0.56 -2.68 0.09
H -0.60 1.21 2.05
H 0.95 0.40 1.68
H -2.19 1.61 0.08
H -0.84 2.39 -0.76
H 0.65 2.06 1.11
H -1.65 0.99 -1.50
H -2.73 -0.77 0.03
H -1.96 -2.43 -0.12
H 3.12 -0.52 -1.91
H 3.51 -0.03 -0.18
```

Results
HOMO energy in eV: -8.172
Spin multiplicity: 1


# 2
The following is a DFT calculation (ωB97M-V with the def2-TZVPD basis set) of the molecule C7H11N.

```
19
Properties=species:S:1:pos:R:3
C 1.88 -0.14 0.83
C 2.09 0.10 -0.68
C 0.62 -0.02 -0.09
C -0.28 1.28 0.04
C -1.57 0.61 -0.38
C -1.56 -0.71 0.30
C -0.34 -1.28 -0.38
H 2.11 0.77 1.43
H 2.20 -1.13 1.06
H 2.46 1.02 -1.14
H 2.40 -0.81 -1.12
H -0.05 2.16 -0.53
H -0.38 1.62 1.07
H -1.49 0.49 -1.46
H -3.14 0.26 0.88
H -1.45 -0.60 1.43
H -0.58 -1.49 -1.42
H -0.08 -2.15 0.21
N -2.83 0.01 -0.04
```

Results
HOMO energy in eV: -8.320
Spin multiplicity: 1


# 3
The following is a DFT calculation (ωB97M-V with the def2-TZVPD basis set) of the ion C7H11N2 with charge +1.

```
20
Properties=species:S:1:pos:R:3
C 1.74 -1.12 0.28
C 2.98 -0.55 0.06
C 1.56 1.10 -0.20
C 0.80 0.00 0.11
C -1.45 1.19 -0.03
C -0.66 -0.09 0.04
C -1.32 -1.11 -0.87
N 2.86 0.76 -0.20
N -1.43 0.41 1.23
H 1.67 -2.17 0.37
H 3.89 -0.92 0.17
H 1.21 2.12 -0.20
H -1.09 2.21 0.24
H -2.37 1.23 -0.61
H -2.36 -1.37 -0.66
H -0.77 -2.03 -0.95
H -1.49 -0.64 -1.76
H 3.59 1.51 -0.33
H -0.93 0.82 2.03
H -2.05 -0.22 1.83
```

Results
Total charge: +1
HOMO energy in eV: -12.249
Spin multiplicity: 1


# 4
The following is a DFT calculation (ωB97M-V with the def2-TZVPD basis set) of the ion C7H11N2O with charge +1.

```
21
Properties=species:S:1:pos:R:3
C 0.37 -1.60 0.06
C -0.45 -1.53 1.17
C 0.74 -0.91 -1.09
C -1.73 -0.99 1.26
C 0.20 1.30 -0.13
C 0.62 0.39 -1.24
C 1.21 1.48 0.98
N 1.27 1.04 -2.22
N -2.56 -0.52 0.34
O -0.92 1.68 -0.10
H 1.07 -2.52 0.20
H -0.25 -2.21 1.95
H 1.30 -1.51 -1.86
H -2.07 -1.20 2.27
H 0.87 0.64 1.65
H 1.04 2.37 1.51
H 2.13 1.37 0.46
H 1.39 0.69 -3.18
H 1.32 2.08 -2.23
H -3.37 -0.04 0.66
H -2.16 0.01 -0.47
```

Results
Total charge: +1
HOMO energy (alpha / beta) in eV: -10.630 / -14.000
Expectation value of S²: 2.01
Spin multiplicity: 3